# 1
# C37H34BrN3O4P2RuSe

A structure of composition C37H34BrN3O4P2RuSe in a non-equilibrium geometry (ωB97M-V/def2-TZVPD, the OMol25 dataset).

```
83
Properties=species:S:1:pos:R:3:forces:R:3
Ru -0.6897 -1.5368 0.1726 -0.826 -0.401 -1.073
O 1.3478 -1.2458 0.1018 0.139 0.059 0.389
P 2.0414 0.1047 0.0493 0.072 0.009 0.068
C 1.0237 1.3843 0.8357 -0.026 -0.035 0.137
P -0.5281 1.6066 -0.0980 -0.062 0.201 0.044
O -0.9133 0.3332 -0.8168 -0.014 -0.218 -0.025
C -0.2400 2.9057 -1.2864 0.013 0.010 -0.040
C -0.4219 2.6342 -2.6385 -0.042 -0.051 0.000
C -0.1961 3.6362 -3.5719 0.001 0.009 0.038
C 0.2086 4.8953 -3.1548 -0.001 -0.014 0.011
C 0.3829 5.1676 -1.8020 0.011 0.003 -0.015
C 0.1565 4.1747 -0.8656 -0.025 0.012 -0.016
C -1.7880 2.1053 1.0645 0.030 0.007 0.006
C -1.5100 2.8036 2.2365 -0.024 -0.003 0.025
C -2.5482 3.1785 3.0762 0.030 -0.009 -0.015
C -3.8566 2.8552 2.7457 0.000 -0.009 -0.010
C -4.1355 2.1600 1.5762 -0.013 0.018 0.021
C -3.1046 1.7843 0.7325 0.000 0.006 -0.026
C 3.5926 0.0113 0.9304 -0.021 0.024 -0.039
C 4.2386 -1.2249 0.9339 -0.013 -0.019 -0.006
C 5.4661 -1.3570 1.5616 0.009 -0.006 0.004
C 6.0498 -0.2617 2.1836 -0.002 -0.001 -0.002
C 5.4081 0.9687 2.1837 -0.008 0.005 0.000
C 4.1792 1.1081 1.5579 -0.003 0.020 -0.004
C 2.3201 0.6417 -1.6286 0.089 -0.037 -0.056
C 1.6310 0.0141 -2.6629 -0.018 -0.042 -0.014
C 1.8328 0.4332 -3.9697 0.056 0.016 0.016
C 2.7012 1.4822 -4.2369 -0.010 -0.026 0.025
C 3.3791 2.1167 -3.2020 -0.017 0.009 -0.026
C 3.1974 1.6926 -1.8973 -0.011 -0.009 -0.011
H 1.5721 2.3278 0.8745 -0.011 0.008 -0.009
H 0.8159 1.0533 1.8584 -0.030 0.001 -0.025
H -0.7353 1.6432 -2.9487 0.016 0.109 0.031
H -0.3366 3.4318 -4.6245 -0.001 -0.004 -0.013
H 0.3846 5.6739 -3.8851 -0.003 0.006 -0.002
H 0.6874 6.1545 -1.4808 0.000 0.001 -0.003
H 0.2723 4.3968 0.1902 -0.001 0.002 0.000
H -0.4903 3.0509 2.5079 0.005 0.003 0.004
H -2.3345 3.7144 3.9910 -0.004 0.001 0.000
H -4.6639 3.1409 3.4069 0.000 -0.001 0.003
H -5.1567 1.9016 1.3265 0.005 -0.003 -0.003
H -3.3142 1.2303 -0.1755 0.009 0.005 0.003
H 3.7735 -2.0779 0.4550 0.003 -0.011 -0.001
H 5.9656 -2.3164 1.5681 -0.004 -0.001 -0.004
H 7.0079 -0.3679 2.6747 0.000 -0.002 -0.001
H 5.8623 1.8187 2.6747 -0.002 0.000 0.000
H 3.6873 2.0731 1.5714 -0.002 0.003 0.000
H 0.9296 -0.7850 -2.4447 0.060 0.037 -0.031
H 1.3074 -0.0591 -4.7768 -0.011 -0.010 -0.017
H 2.8555 1.8070 -5.2573 0.003 0.006 -0.010
H 4.0574 2.9318 -3.4148 0.003 0.001 -0.005
H 3.7498 2.1701 -1.0959 0.006 -0.002 0.003
Br -4.1637 -0.8394 3.9568 0.008 0.004 -0.013
C -5.1759 -1.0894 2.3750 -0.002 -0.005 0.025
C -6.5513 -0.9730 2.5246 0.009 0.000 -0.006
C -7.3891 -1.1316 1.4332 0.001 0.004 -0.006
C -6.8591 -1.4100 0.1815 -0.011 0.006 -0.001
C -5.4905 -1.5251 0.0358 0.022 0.001 -0.004
C -4.6247 -1.3658 1.1216 0.007 -0.034 -0.059
C -3.1722 -1.4856 0.8264 -0.062 0.149 0.049
O -2.2852 -1.3933 1.7220 0.159 0.346 0.233
O -2.7793 -1.6527 -0.3644 0.343 -0.230 0.467
H -6.9600 -0.7605 3.5023 0.002 -0.002 0.002
H -8.4588 -1.0400 1.5669 0.000 -0.001 0.000
H -7.5090 -1.5400 -0.6728 0.003 0.001 0.000
H -5.0535 -1.7434 -0.9289 -0.003 -0.001 0.000
Se -0.5708 -3.1294 -1.6603 0.242 0.191 -0.027
C 1.0973 -4.0521 -1.3818 0.005 0.007 0.063
C 2.3082 -3.5275 -1.8240 -0.036 0.008 0.011
C 3.4767 -4.2305 -1.5748 0.009 0.010 -0.010
N 3.5198 -5.3933 -0.9271 0.019 -0.006 -0.006
C 2.3600 -5.9082 -0.5352 -0.027 0.004 0.013
C 1.1327 -5.2863 -0.7403 0.001 0.019 -0.011
H 2.3464 -2.5881 -2.3568 0.003 0.003 0.001
H 4.4302 -3.8382 -1.9144 -0.011 0.005 0.004
H 2.4064 -6.8668 -0.0302 -0.005 -0.002 -0.003
H 0.2197 -5.7713 -0.4199 -0.022 0.002 0.018
N -0.0710 -2.6685 2.7541 0.024 -0.046 0.046
N -0.2316 -3.1379 1.4062 -0.126 -0.100 -0.047
H 0.1493 -3.4543 3.3590 -0.004 -0.002 -0.012
H -0.9709 -2.2895 3.0337 0.025 0.025 -0.015
H -0.9166 -3.8889 1.3264 0.021 -0.023 0.002
H 0.6650 -3.5052 1.0992 0.051 -0.007 -0.040
```
Forces are in eV/Å.

Summary:
Largest force on an atom: 1.41 eV/Å
2S+1: 2
Molar mass: 906.578 g/mol
E_LUMO (spin up / spin down): -2.7 / -3.0 eV
Kohn-Sham gap (spin up / spin down): 0.2778 / 0.2724 Eh
⟨S²⟩: 0.76
ΔE to the lowest compared entry with this formula, charge and spin: 0.0 kcal/mol
Net charge: +1

---

# 2
# C37H34ClN3O5PSSe2Sn

A structure of composition C37H34ClN3O5PSSe2Sn in a non-equilibrium geometry (ωB97M-V/def2-TZVPD, the OMol25 dataset).

```
85
Properties=species:S:1:pos:R:3:forces:R:3
Sn -0.6438 0.7494 0.1158 -0.362 -0.531 0.945
Cl -3.8444 -4.9858 4.0015 -0.174 -0.414 0.150
C -3.1973 -3.4837 3.4208 -0.128 -0.045 -0.252
C -2.3482 -2.7486 4.2493 -0.007 0.142 -0.130
C -1.8550 -1.5577 3.8003 0.080 -0.150 0.190
C -2.1271 -1.0524 2.4986 -0.137 -0.155 0.089
O -1.6229 0.0664 2.1674 0.286 0.380 -0.303
C -2.9872 -1.8444 1.6654 0.309 -0.021 0.498
C -3.3652 -1.4361 0.3506 -0.219 0.185 -0.437
N -2.8402 -0.4707 -0.3033 0.627 -0.288 0.506
C -3.2983 -0.0407 -1.5321 -0.403 -0.179 -0.815
C -3.2088 -0.7741 -2.6924 0.037 0.086 0.584
C -3.5922 -0.2090 -3.9144 -0.266 0.334 -0.291
C -4.0891 1.0643 -3.9834 0.075 -0.259 -0.220
C -4.2246 1.8387 -2.8159 0.164 -0.155 0.405
C -4.7624 3.1412 -2.7904 -0.016 0.042 0.141
C -4.8625 3.8046 -1.5971 0.006 0.023 -0.391
C -4.4100 3.1644 -0.4312 -0.032 -0.113 0.068
N -3.9114 1.9599 -0.4152 -0.069 0.156 0.499
C -3.8112 1.2878 -1.5748 -0.161 0.122 -0.566
C -3.5240 -3.0414 2.1664 0.173 0.029 0.097
H -2.0927 -3.1272 5.2288 -0.005 -0.015 0.065
H -1.2015 -0.9616 4.4203 0.072 0.050 0.035
H -4.1966 -1.9916 -0.1075 -0.003 0.090 0.027
H -2.7993 -1.7732 -2.6564 0.097 -0.044 0.013
H -3.4853 -0.7931 -4.8157 0.052 -0.028 -0.091
H -4.3663 1.5012 -4.9326 -0.032 -0.004 -0.099
H -5.1009 3.5854 -3.7183 0.011 0.072 -0.013
H -5.2705 4.8038 -1.5480 -0.033 0.058 0.032
H -4.4794 3.6616 0.5293 0.017 0.113 0.043
H -4.1787 -3.6375 1.5429 -0.042 0.002 -0.031
O -1.2122 3.4065 -0.4266 -0.123 0.014 0.412
C -0.7004 4.3392 -1.3492 0.114 0.683 -0.465
C 0.6410 4.9558 -0.9530 -0.165 -0.229 0.032
C 1.7199 3.8948 -0.6707 -0.058 0.038 -0.091
C 1.9418 3.6089 0.7846 0.321 0.187 -0.090
C 2.9837 4.2086 1.4926 -0.003 -0.030 0.019
C 3.1867 3.8701 2.8185 -0.123 -0.054 -0.036
C 2.3388 2.9475 3.4083 0.022 0.020 0.008
C 1.3169 2.4170 2.6376 -0.021 0.039 0.306
N 1.1176 2.7450 1.3701 -0.107 0.088 -0.065
H -1.0900 3.7498 0.4667 -0.004 -0.110 0.022
H -1.4380 5.1448 -1.4926 0.077 -0.032 -0.084
H -0.5709 3.7977 -2.2871 -0.117 0.134 0.131
H 0.5178 5.6155 -0.0872 0.008 0.086 0.002
H 0.9633 5.5700 -1.7956 -0.059 0.119 0.020
H 2.6672 4.1965 -1.1207 0.017 0.036 0.043
H 1.4006 2.9695 -1.1471 0.197 0.036 0.016
H 3.6363 4.9216 1.0073 0.002 -0.011 -0.109
H 3.9990 4.3121 3.3794 0.044 0.019 0.032
H 2.4788 2.6365 4.4324 -0.048 -0.055 0.063
H 0.6197 1.6929 3.0388 -0.023 -0.114 0.130
Se 0.0305 -2.0336 -0.2559 0.162 0.096 0.087
P 2.0158 -2.0912 0.6653 0.001 0.023 0.059
Se 2.9730 -0.3522 1.4589 -0.337 0.098 -0.105
C 1.8155 -3.3476 1.9834 -0.012 0.213 -0.229
C 1.9481 -2.9911 3.3161 0.156 0.097 -0.033
C 1.6273 -3.8981 4.3112 -0.055 -0.117 0.092
C 1.1606 -5.1564 3.9725 0.001 -0.034 0.102
C 1.0290 -5.5149 2.6386 -0.032 -0.178 -0.031
C 1.3521 -4.6130 1.6436 0.091 0.020 -0.019
C 3.1870 -2.7453 -0.5821 -0.271 0.105 0.090
C 2.8519 -2.7140 -1.9275 -0.175 -0.103 0.037
C 3.8193 -2.9450 -2.8883 0.214 -0.003 -0.123
C 5.1256 -3.1991 -2.5054 0.012 -0.002 -0.146
C 5.4563 -3.2653 -1.1600 0.116 -0.042 0.080
C 4.4900 -3.0389 -0.1978 -0.041 -0.099 0.042
H 2.2999 -1.9981 3.5638 -0.001 0.036 -0.035
H 1.7302 -3.6181 5.3516 -0.013 0.016 0.024
H 0.8895 -5.8589 4.7482 -0.018 -0.062 0.047
H 0.6570 -6.4972 2.3802 -0.016 -0.038 -0.026
H 1.2257 -4.8658 0.5988 -0.049 -0.074 -0.027
H 1.8316 -2.4986 -2.2161 -0.029 0.081 0.009
H 3.5614 -2.8990 -3.9380 -0.027 -0.008 -0.044
H 5.8905 -3.3308 -3.2583 0.059 -0.072 -0.037
H 6.4784 -3.4647 -0.8654 0.021 -0.033 0.030
H 4.7373 -3.0578 0.8552 0.087 0.058 0.040
C 2.2378 0.8313 -3.7311 -0.890 0.210 0.242
S 0.5489 1.2197 -3.2105 0.461 0.010 -0.380
O -0.3411 0.2169 -3.7443 0.012 -0.217 -0.126
O 0.2841 2.5754 -3.6593 0.187 0.010 -0.209
O 0.6521 1.1567 -1.7310 0.088 -0.144 -0.240
H 2.4037 1.3388 -4.6689 0.109 0.007 -0.290
H 2.3095 -0.2406 -3.8227 0.122 -0.294 -0.039
H 2.9009 1.1965 -2.9604 0.196 0.092 0.116
```
Forces are in eV/Å.

Summary:
Largest force on an atom: 1.14 eV/Å
2S+1: 1
Molar mass: 975.820 g/mol
E_LUMO: 2.5 eV
Kohn-Sham gap: 0.2639 Eh
ΔE to the lowest compared entry with this formula, charge and spin: 23.0 kcal/mol
Net charge: -1

---

# 3
# C37H34Co2N2O7P

A structure of composition C37H34Co2N2O7P in a non-equilibrium geometry (ωB97M-V/def2-TZVPD, the OMol25 dataset).

```
83
Properties=species:S:1:pos:R:3:forces:R:3
O 1.8225 -2.2246 3.1046 -0.465 0.430 -0.963
C 1.0872 -1.6452 2.4145 0.664 -1.098 2.165
Co -0.1344 -0.8181 1.4557 3.760 4.963 3.356
C -1.2251 0.4926 1.8363 0.232 1.153 0.748
O -1.8385 1.4548 2.0967 0.038 -0.922 -0.291
C 1.0641 0.4298 1.2128 0.963 1.346 -1.636
O 1.7620 1.3608 1.3008 -0.216 -0.622 0.481
C -0.4604 -2.3733 0.5898 -1.532 -2.450 0.977
C -1.4865 -2.0372 1.4895 -1.070 -2.695 -0.107
C -2.2219 -2.6496 2.5932 -0.484 -0.087 -2.286
C -3.7519 -2.8153 2.3670 1.073 0.136 1.253
C -4.4384 -3.7501 3.1515 -0.460 0.051 0.143
C -5.8329 -3.7823 3.1788 0.185 0.173 -0.254
C -6.5725 -2.8778 2.4094 0.787 -0.363 -0.300
C -5.8961 -1.9590 1.6099 0.596 -0.412 0.636
C -4.4942 -1.8820 1.6690 -0.741 0.965 -0.441
Co -1.6014 -1.2792 -0.2876 -2.696 0.798 -4.462
C -2.6980 0.0573 -0.4816 -1.168 -0.457 -0.144
O -3.5087 0.8606 -0.6964 0.209 0.237 0.061
C -2.2008 -2.5142 -1.4115 -0.779 -0.202 -0.275
O -2.6241 -3.3169 -2.1310 0.251 0.056 0.214
P -0.1753 -0.4469 -1.8281 0.185 -0.506 0.427
C 0.4164 1.2900 -1.7248 0.258 -0.084 -0.528
C 1.5510 1.6659 -2.4578 0.139 0.562 0.305
C 2.0445 2.9725 -2.3526 -0.352 -0.295 0.140
C 1.3364 3.9073 -1.5857 0.072 0.378 -0.078
C 0.1364 3.5653 -0.9485 0.101 -0.238 -0.186
C -0.3116 2.2359 -0.9966 0.146 0.358 0.049
C 1.3622 -1.4789 -1.7492 -0.527 0.493 0.314
C 2.5677 -0.9716 -1.2408 0.102 -0.517 -0.587
C 3.7006 -1.7875 -1.2495 -0.504 -0.371 0.021
C 3.5865 -3.1308 -1.6226 -0.010 0.188 0.075
C 2.3511 -3.6718 -1.9962 -0.028 0.374 0.233
C 1.2242 -2.8486 -2.0358 0.763 0.142 -0.279
C -0.5676 -0.4851 -3.6441 0.147 -0.095 -0.147
C 0.2784 -1.0614 -4.6035 -0.286 0.466 -0.432
C 0.0291 -0.8754 -5.9744 -0.143 0.060 0.523
C -1.0885 -0.1433 -6.3876 0.103 -0.152 -0.090
C -1.9865 0.3525 -5.4378 0.165 0.029 0.195
C -1.7344 0.1725 -4.0725 0.225 0.036 -0.249
H 0.0124 -3.2902 0.3552 0.624 -0.771 -0.084
H -1.7287 -3.5688 2.9216 -0.292 0.012 0.441
H -3.8706 -4.3557 3.8497 0.011 -0.356 -0.205
H -6.3513 -4.5229 3.7737 0.031 0.035 0.164
H -7.6433 -2.9021 2.4278 -0.418 -0.077 -0.065
H -6.4495 -1.2976 0.9673 -0.046 0.387 0.026
H -4.0186 -0.9806 1.2748 0.078 -0.725 -0.385
H 2.0811 0.9237 -3.0686 -0.254 0.354 0.278
H 2.9791 3.2344 -2.8561 -0.355 0.060 0.150
H 1.7251 4.9366 -1.4966 -0.258 -0.592 -0.073
H -0.4493 4.3324 -0.4189 0.394 -0.482 -0.179
H -1.2172 1.9415 -0.4488 0.554 0.155 -0.338
H 2.6445 0.0511 -0.8807 -0.055 -0.199 -0.231
H 4.6588 -1.3667 -0.9665 -0.022 -0.143 0.139
H 4.4639 -3.7656 -1.5760 -0.007 -0.013 -0.111
H 2.2632 -4.7304 -2.2403 0.035 0.230 0.075
H 0.2612 -3.2735 -2.3172 0.144 0.238 0.019
H 1.1655 -1.6042 -4.2866 -0.147 0.116 -0.088
H 0.7375 -1.2802 -6.6989 -0.251 0.101 0.112
H -1.2525 0.0363 -7.4578 0.002 -0.090 0.477
H -2.8652 0.9222 -5.7581 0.299 -0.272 0.126
H -2.4208 0.5916 -3.3329 0.186 -0.120 -0.166
C 0.2738 1.7825 6.1083 -0.315 0.414 -0.178
C 0.7656 0.5381 6.8468 0.117 0.180 0.146
C 2.1009 0.0854 6.3112 0.285 -0.541 -0.201
C 0.8099 0.7296 8.3674 -0.558 -0.358 0.121
O -0.1932 -0.6376 6.6425 0.271 0.767 -0.311
C -0.5494 -0.8088 5.3630 0.908 1.780 -2.072
N -1.5246 -1.7812 5.1891 -1.069 -0.034 -0.457
N -2.2922 -1.6337 3.8972 -0.634 0.602 2.533
O -0.1078 -0.1722 4.3905 -1.439 -2.077 2.645
H -0.7461 2.0582 6.4055 0.145 -0.069 0.140
H 0.9247 2.6476 6.3109 -0.084 -0.395 0.174
H 0.2492 1.6101 5.0241 0.219 0.357 0.645
H 2.3382 -0.8739 6.7813 0.111 0.014 -0.154
H 2.0167 -0.0518 5.2257 0.323 0.043 0.338
H 2.9193 0.7744 6.5558 -0.355 0.055 -0.098
H 0.9629 -0.2493 8.8533 0.237 0.393 -0.167
H 1.5854 1.4530 8.6992 -0.451 -0.507 -0.441
H -0.1729 1.0728 8.7177 0.229 0.118 -0.047
H -2.1481 -2.0109 5.9972 0.876 0.407 -1.076
H -3.2794 -1.7387 4.2295 0.898 0.300 -0.626
H -2.1531 -0.6533 3.5108 0.326 -1.131 0.424
```
Forces are in eV/Å.

Summary:
Largest force on an atom: 7.07 eV/Å
2S+1: 1
Molar mass: 767.526 g/mol
E_LUMO: 2.1 eV
Kohn-Sham gap: 0.1024 Eh
ΔE to the lowest compared entry with this formula, charge and spin: 105.0 kcal/mol
Net charge: -1